{"formula": "C3H7NO3", "method": "ωB97M-V/def2-TZVPD", "species": ["C", "O", "C", "O", "H", "H", "H", "H", "N", "C", "O", "H", "H", "H"], "coordinates": [[-1.537, -1.146, 0.122], [-1.732, 0.263, -0.041], [-0.775, 1.069, 0.440], [-0.060, 0.758, 1.429], [-1.222, -1.373, 1.140], [-0.780, -1.501, -0.584], [-2.490, -1.618, -0.100], [-1.110, 2.107, 0.310], [1.983, 0.048, 0.125], [1.553, 0.466, -1.037], [1.769, 0.233, -2.191], [1.229, 0.342, 0.985], [2.718, -0.643, 0.150], [0.454, 0.996, -0.747]], "forces_ev_per_angstrom": [[0.14, -0.28, 0.11], [0.88, 0.30, -0.56], [-1.39, -0.47, 3.37], [-0.94, 0.50, -1.54], [-0.05, 0.02, -0.05], [-0.07, 0.11, 0.07], [0.03, 0.10, 0.01], [0.61, -0.04, -0.64], [-0.60, 0.59, 1.94], [-3.44, -0.17, 0.47], [0.88, 0.25, -0.45], [2.15, -1.04, -1.94], [0.01, 0.14, 0.25], [1.78, -0.03, -1.03]], "mulliken_charge": [-0.57, -0.24, 0.07, -0.58, 0.30, 0.27, 0.26, 0.36, -0.37, 0.34, -0.53, 0.40, 0.21, 0.10], "multiplicity": 1, "e_above_lowest_kcal_mol": 70.4, "smiles": "COC=O.NC=O", "energy_ha": -398.9255}